No. 1
{"formula": "C5H8O2", "method": "ωB97M-V/def2-TZVPD", "smiles": "C#C[C@H](O)CCO", "e_tot_ev": -9407.306, "orbital_gap_ha": 0.3853, "relative_energy_kcal_mol": 58.25, "e_lumo_ev": 0.68, "fmax_ev_per_a": 0.5, "charge": 0, "symbols": ["C", "C", "C", "O", "C", "C", "O", "H", "H", "H", "H", "H", "H", "H", "H"], "coordinates": [[-2.47530, 0.84511, 0.46067], [-1.58448, 0.12438, 0.08989], [-0.53347, -0.72404, -0.49767], [-0.09115, -1.76939, 0.37274], [0.70405, 0.08074, -0.90275], [1.40107, 0.83538, 0.23731], [1.52275, 0.12251, 1.44536], [-3.26113, 1.49505, 0.77951], [-0.95892, -1.18240, -1.40169], [-0.85557, -2.16911, 0.80658], [1.39443, -0.62199, -1.38172], [0.39650, 0.80867, -1.66320], [2.40689, 1.10421, -0.11554], [0.86681, 1.77671, 0.42998], [1.06751, -0.72583, 1.34053]], "atomic_forces_ev_per_a": [[0.4, -0.3, -0.1], [-0.4, 0.3, 0.1], [-0.1, 0.2, -0.2], [-0.2, -0.1, 0.1], [0.1, -0.1, 0.0], [0.0, 0.3, -0.3], [0.1, -0.2, 0.1], [0.2, -0.1, 0.0], [0.1, 0.1, 0.1], [0.1, 0.1, -0.1], [-0.1, 0.0, 0.1], [0.1, -0.1, 0.1], [-0.2, 0.0, 0.0], [0.0, -0.2, 0.0], [0.1, 0.1, 0.1]]}

***

No. 2
{"formula": "C16H13Cl2NO4", "method": "ωB97M-V/def2-TZVPD", "smiles": "COc1ccc(/C=N/OC(=O)c2ccc(Cl)cc2)c(Cl)c1OC", "e_tot_ev": -51525.403, "orbital_gap_ha": 0.3218, "relative_energy_kcal_mol": 53.52, "e_lumo_ev": 0.25, "fmax_ev_per_a": 1.3, "charge": 0, "symbols": ["C", "O", "C", "C", "C", "C", "C", "N", "O", "C", "O", "C", "C", "C", "C", "Cl", "C", "C", "C", "Cl", "C", "O", "C", "H", "H", "H", "H", "H", "H", "H", "H", "H", "H", "H", "H", "H"], "coordinates": [[-3.64666, -2.85354, -4.66603], [-2.58866, -2.80748, -3.73734], [-2.47299, -1.72757, -2.93653], [-3.29925, -0.61465, -2.97273], [-3.07011, 0.44205, -2.11585], [-2.03522, 0.41434, -1.18366], [-1.88747, 1.57028, -0.33028], [-0.94426, 1.71404, 0.50810], [-1.00336, 2.91320, 1.22849], [-0.01832, 3.09004, 2.14305], [-0.10518, 4.01432, 2.90346], [1.10608, 2.11442, 2.13852], [1.77914, 1.77744, 0.96859], [2.82975, 0.88059, 1.00566], [3.19957, 0.31396, 2.21572], [4.49196, -0.82933, 2.25737], [2.55039, 0.65580, 3.39260], [1.51115, 1.56537, 3.35102], [-1.21363, -0.73070, -1.12429], [-0.01430, -0.80985, 0.11714], [-1.39898, -1.79053, -2.00648], [-0.69872, -2.94670, -2.08253], [0.67919, -3.00753, -1.76889], [-3.54664, -3.81137, -5.17343], [-3.57304, -2.04552, -5.40073], [-4.62010, -2.80746, -4.16847], [-4.11416, -0.55686, -3.67515], [-3.70905, 1.31023, -2.16537], [-2.64481, 2.34672, -0.45203], [1.49002, 2.22058, 0.02806], [3.35480, 0.61389, 0.10198], [2.85756, 0.21428, 4.32751], [0.99662, 1.84832, 4.25650], [1.05840, -3.86105, -2.33211], [0.84612, -3.17709, -0.70359], [1.20545, -2.10427, -2.08181]], "atomic_forces_ev_per_a": [[-0.2, 0.0, -0.2], [0.2, 0.1, 0.2], [0.1, 0.1, 0.1], [0.0, -0.4, -0.2], [0.4, 0.1, 0.4], [-0.1, -0.6, -0.5], [-0.1, 1.1, 0.6], [0.3, -0.2, 0.2], [-1.0, 0.4, -0.7], [0.3, 0.0, 0.4], [-0.1, -0.2, -0.2], [0.2, -0.1, 0.0], [0.1, 0.1, 0.2], [0.1, 0.0, 0.0], [-0.2, 0.2, 0.1], [0.2, -0.2, 0.0], [0.1, -0.1, -0.1], [-0.2, 0.2, -0.2], [-0.1, 0.0, -0.1], [0.1, -0.6, -0.1], [-0.1, -0.1, -0.2], [-0.4, 0.2, 0.3], [0.4, -0.2, 0.0], [0.0, 0.1, 0.0], [0.0, 0.0, 0.0], [0.0, 0.0, 0.0], [-0.1, 0.0, -0.1], [-0.1, 0.1, 0.0], [0.0, 0.1, 0.1], [0.0, 0.0, 0.0], [0.1, 0.0, -0.1], [0.0, -0.1, 0.1], [0.0, 0.0, 0.1], [0.0, 0.1, 0.0], [0.0, 0.0, -0.2], [0.0, 0.0, 0.0]]}

***

No. 3
{"formula": "C5H11N", "method": "ωB97M-V/def2-TZVPD", "smiles": "C=CCCCN", "e_tot_ev": -6850.163, "orbital_gap_ha": 0.3517, "relative_energy_kcal_mol": 77.61, "e_lumo_ev": 0.93, "fmax_ev_per_a": 6.8, "charge": 0, "symbols": ["C", "C", "C", "C", "C", "N", "H", "H", "H", "H", "H", "H", "H", "H", "H", "H", "H"], "coordinates": [[1.63903, 1.18410, 2.19135], [1.07910, 0.50802, 0.92802], [-0.38739, 0.48693, 0.61815], [-1.00913, -0.82295, 0.04071], [-0.47771, -1.23299, -1.29545], [-0.24103, -0.03711, -2.13030], [1.14511, 1.67287, 3.15046], [2.76821, 1.58709, 2.24733], [1.79214, 0.31702, 0.11344], [-0.57383, 1.35405, -0.18446], [-0.83317, 0.81754, 1.55559], [-1.04033, -1.65881, 0.75068], [-2.10293, -0.61381, -0.07639], [0.57555, -1.67221, -1.03796], [-0.99264, -2.10004, -1.63624], [-1.24068, 0.57133, -2.10190], [-0.10031, -0.36102, -3.13303]], "atomic_forces_ev_per_a": [[-0.1, -0.3, -3.4], [2.6, 3.7, 5.0], [0.0, 1.0, -1.0], [-1.8, 1.1, 0.9], [3.8, 0.0, 1.5], [-3.6, 0.5, -1.5], [0.1, -1.6, -2.4], [-2.4, -1.7, -0.6], [-0.2, -0.1, 0.6], [0.4, -1.8, 1.8], [-0.7, -0.2, -0.2], [0.6, 0.2, 0.0], [0.5, 0.1, 0.0], [-1.4, 0.7, -0.7], [-0.9, -0.3, -1.0], [3.4, -2.1, -0.5], [-0.4, 0.8, 1.6]]}

***

No. 4
{"formula": "C3H9INO", "method": "ωB97M-V/def2-TZVPD", "e_tot_ev": -14883.245, "orbital_gap_ha": [0.2783, 0.2614], "relative_energy_kcal_mol": 107.73, "e_lumo_ev": [-3.63, -4.16], "fmax_ev_per_a": 4.5, "charge": 1, "symbols": ["C", "C", "C", "N", "O", "I", "H", "H", "H", "H", "H", "H", "H", "H", "H"], "coordinates": [[2.74684, 0.45739, -0.46468], [-1.67104, -0.34570, -0.00349], [1.53461, 0.65865, 0.39603], [-2.89184, -1.12766, -0.53631], [1.41713, 1.48804, 1.42392], [0.56590, -1.18383, 0.79639], [3.26886, 1.45906, -0.46599], [2.31136, 0.12679, -1.45905], [3.35885, -0.25051, -0.08170], [-1.91872, 0.04257, 0.99831], [-1.34531, 0.51927, -0.48829], [-3.80202, -0.59366, -0.81931], [-3.02462, -1.61534, 0.33846], [-2.69965, -1.59519, -1.43321], [2.14964, 1.96012, 1.79894]], "atomic_forces_ev_per_a": [[-2.6, 3.4, -1.6], [-1.4, 0.2, 1.4], [-0.1, -0.8, 0.5], [-0.6, 2.8, -1.0], [-1.4, -0.1, -0.2], [0.9, -0.5, 0.2], [-0.4, -1.1, -0.6], [1.1, 0.6, 0.9], [2.1, -2.3, 1.1], [-0.4, -0.6, -0.3], [0.2, 1.0, -1.9], [1.7, -0.6, 1.2], [-0.9, -1.4, -0.6], [0.4, -0.8, 1.0], [1.2, 0.2, -0.1]]}

***

No. 5
{"formula": "C16H46CuN2O10P", "method": "ωB97M-V/def2-TZVPD", "e_tot_ev": -94725.280, "orbital_gap_ha": 0.1912, "relative_energy_kcal_mol": 0.00, "e_lumo_ev": 4.48, "fmax_ev_per_a": 1.6, "charge": -2, "symbols": ["Cu", "P", "O", "O", "O", "O", "C", "C", "O", "H", "H", "H", "H", "H", "H", "C", "C", "O", "H", "H", "H", "H", "H", "H", "C", "C", "O", "H", "H", "H", "H", "H", "H", "C", "C", "O", "H", "H", "H", "H", "H", "H", "C", "C", "C", "O", "C", "N", "H", "H", "H", "H", "H", "H", "H", "H", "H", "H", "H", "C", "C", "C", "O", "C", "N", "H", "H", "H", "H", "H", "H", "H", "H", "H", "H", "H"], "coordinates": [[-0.15429, 0.35936, -1.27029], [-1.55135, 0.04807, -3.57067], [-2.16984, -0.78328, -4.67644], [-2.17603, -0.41962, -2.17416], [-1.83016, 1.57160, -3.70882], [-0.01377, -0.15517, -3.37317], [-1.41022, -4.11974, 0.55392], [-1.82919, -2.72300, 0.11494], [-0.97990, -2.23888, -0.88721], [-0.53122, -4.07179, 1.20641], [-1.13215, -4.74871, -0.29259], [-2.21588, -4.60133, 1.11761], [-1.86771, -2.05818, 0.99445], [-2.84644, -2.76797, -0.30353], [-1.50892, -1.60399, -1.51591], [1.62703, 4.05422, -2.55184], [0.37892, 3.45372, -3.18173], [-0.38540, 2.77740, -2.20885], [2.10376, 3.36418, -1.85577], [1.40683, 4.96087, -1.97331], [2.31191, 4.36524, -3.34866], [0.72431, 2.70462, -3.90665], [-0.20542, 4.20069, -3.73053], [-1.07013, 2.20067, -2.81786], [-1.06447, 3.87976, 2.47945], [-1.21317, 3.62541, 1.00035], [0.07621, 3.36910, 0.45132], [-0.45255, 4.77630, 2.62116], [-0.59571, 3.02830, 2.97059], [-2.03340, 4.09990, 2.93362], [-1.62424, 4.50841, 0.49175], [-1.87658, 2.77873, 0.79738], [-0.09115, 3.14021, -0.49527], [-4.32910, 1.38335, 1.57951], [-3.98381, 0.38565, 0.49315], [-2.65949, 0.56071, 0.05919], [-4.29399, 2.43153, 1.27061], [-3.69681, 1.28277, 2.46486], [-5.35720, 1.17426, 1.91154], [-4.67708, 0.41078, -0.35190], [-4.05364, -0.60071, 0.99489], [-2.55851, 0.15928, -0.89284], [2.31938, 0.17992, 2.80082], [1.10987, -0.27778, 1.99487], [-0.17621, -0.22866, 2.79422], [-0.10841, -1.07070, 3.94968], [-0.39020, -2.43067, 3.65540], [0.93222, 0.44559, 0.73719], [2.19638, 1.20861, 3.15637], [3.21622, 0.14831, 2.17801], [2.49163, -0.45026, 3.67652], [1.26796, -1.33479, 1.73896], [-1.01814, -0.53902, 2.16764], [-0.36063, 0.77851, 3.17566], [-1.46706, -2.61745, 3.75186], [0.11779, -3.02368, 4.41744], [-0.06624, -2.71137, 2.65433], [0.72560, 1.43359, 0.92556], [1.82126, 0.48851, 0.23996], [4.29414, -1.07384, -0.79948], [3.16810, -1.19073, -1.80515], [2.12753, -2.21169, -1.40031], [2.77467, -3.46861, -1.22002], [1.90592, -4.40921, -0.66351], [2.46781, 0.10079, -1.94468], [4.98682, -0.26635, -1.05877], [4.89244, -1.98656, -0.76684], [3.89872, -0.91277, 0.20742], [3.56858, -1.51463, -2.77558], [1.41473, -2.26685, -2.23465], [1.54990, -1.89775, -0.52391], [1.38694, -4.00620, 0.21774], [2.47228, -5.29686, -0.37919], [1.10425, -4.68568, -1.36415], [3.19048, 0.81272, -2.06528], [1.99525, 0.11285, -2.85682]], "atomic_forces_ev_per_a": [[0.3, -0.4, -0.2], [-0.6, -0.8, -1.2], [0.4, 0.4, 0.2], [0.1, -0.1, 0.7], [0.0, 0.1, 0.2], [0.2, 0.2, 0.6], [0.2, 0.0, 0.3], [-0.3, 0.0, -0.8], [0.2, -0.3, 0.3], [-0.1, -0.1, -0.1], [-0.2, 0.1, -0.1], [0.0, 0.0, 0.0], [0.0, 0.0, -0.1], [-0.1, 0.0, 0.3], [0.1, 0.0, 0.1], [-0.2, 0.9, -0.1], [0.7, -1.1, 0.5], [0.5, 1.0, 0.6], [0.1, -0.2, -0.2], [-0.1, -0.1, 0.0], [0.2, -0.1, 0.1], [-0.2, 0.1, -0.2], [-0.1, 0.1, 0.1], [-0.8, -0.4, -0.5], [-0.1, 0.5, -0.1], [0.2, -0.1, -0.4], [-0.2, -0.1, 0.1], [0.2, -0.2, 0.1], [0.0, 0.0, 0.1], [0.0, -0.2, 0.1], [-0.2, 0.0, 0.2], [0.0, 0.0, 0.0], [0.1, 0.0, -0.3], [-0.8, 0.3, 0.2], [1.1, -0.4, 0.5], [-0.5, 0.1, 0.2], [0.1, -0.1, -0.2], [0.2, -0.1, -0.2], [0.1, 0.1, 0.0], [-0.1, 0.1, 0.1], [-0.3, -0.1, -0.3], [0.2, 0.3, 0.0], [0.1, 0.2, 0.1], [0.0, -0.5, -0.3], [-0.3, -0.2, 0.3], [0.2, -0.1, -0.1], [-0.2, 0.4, 0.5], [0.1, 0.8, -0.2], [-0.1, 0.0, -0.1], [0.0, 0.0, 0.0], [-0.1, 0.0, 0.0], [0.0, 0.1, -0.1], [0.0, 0.3, -0.1], [0.0, 0.0, -0.1], [0.0, 0.0, -0.2], [0.1, -0.1, -0.1], [0.1, -0.1, 0.1], [-0.2, -0.1, 0.0], [-0.1, -0.2, -0.2], [0.3, -0.2, 0.1], [-0.2, 0.3, 0.0], [-0.1, 0.0, -0.9], [0.2, 0.1, 0.3], [-0.6, 0.0, 0.0], [1.0, 0.2, -0.6], [-0.2, 0.1, 0.1], [-0.1, -0.1, 0.0], [0.0, 0.1, 0.0], [0.2, -0.1, 0.1], [-0.2, -0.1, 0.3], [0.2, -0.1, 0.1], [0.2, 0.0, 0.0], [0.1, 0.0, 0.0], [0.1, 0.0, 0.0], [-0.1, 0.0, 0.2], [-0.8, -0.1, 0.5]]}

***

No. 6
{"formula": "C2H6N2S3", "method": "ωB97M-V/def2-TZVPD", "smiles": "CN(S)C(=S)SN", "e_tot_ev": -37654.879, "orbital_gap_ha": 0.3059, "relative_energy_kcal_mol": 39.20, "e_lumo_ev": -0.04, "fmax_ev_per_a": 5.0, "charge": 0, "symbols": ["C", "N", "S", "C", "S", "S", "N", "H", "H", "H", "H", "H", "H"], "coordinates": [[1.14590, 1.56766, 0.22591], [1.17134, 0.12408, 0.04861], [2.74933, -0.52644, -0.39187], [0.08569, -0.54183, -0.02817], [-0.29293, -2.17880, 0.02355], [-1.76962, 0.61110, -0.07453], [-2.80669, -0.73237, -0.15419], [2.12383, 1.89748, 0.36788], [0.72414, 2.12009, -0.59803], [0.47697, 1.86682, 0.98983], [2.25692, -1.80696, -0.49603], [-3.40267, -0.86613, 0.73660], [-2.46220, -1.53470, -0.64956]], "atomic_forces_ev_per_a": [[-0.9, -0.1, -0.9], [1.2, 1.1, -0.6], [-0.7, -0.6, 0.2], [-4.5, -1.9, 1.0], [1.3, 1.3, -0.5], [1.5, -2.3, -0.4], [-1.5, 2.1, 2.3], [1.5, 0.7, 0.6], [0.1, -0.2, -1.0], [-0.3, -0.2, 1.4], [0.2, 0.7, 0.1], [1.9, -0.2, -2.1], [0.0, -0.3, 0.0]]}